# 1
This record from the Open Molecules 2025 dataset describes a molecular structure, C26H72F6NO16S2Sn in a non-equilibrium geometry. The level of theory is ωB97M-V/def2-TZVPD.

Computed properties:
2S+1: 2
Gap between HOMO and LUMO (alpha / beta) (Ha): 0.217 / 0.307
<S²>: 0.75

Atoms and positions in Å:
Sn -1.61341 3.35527 0.86547
C -0.12064 -1.03073 2.97803
F 1.12995 -0.79178 2.88324
F -0.27132 -2.32274 3.39980
F -0.70097 -0.19700 3.80591
S -1.01487 -0.89774 1.21190
O -0.52692 -2.08484 0.52404
O -2.43713 -0.97084 1.40056
N -0.48304 0.66929 0.48209
S 0.10474 0.28564 -0.87542
O -0.48346 -0.76378 -1.67802
O 0.35240 1.53621 -1.64449
C 1.95318 -0.18740 -0.40741
F 2.55217 -0.62620 -1.51100
F 2.59110 0.84790 0.05113
F 1.95831 -1.23640 0.46893
C 4.51882 3.57285 -1.60061
C 3.81037 2.65842 -2.62799
O 4.62696 1.75474 -3.29793
H 3.97471 4.11337 -0.82609
H 5.14477 4.24463 -2.18799
H 5.23887 2.93725 -1.08521
H 3.52446 3.35786 -3.41357
H 2.95198 2.14854 -2.19065
H 4.25809 1.66558 -4.17973
C -1.57843 -4.49604 5.25842
C -2.52204 -3.35479 5.51707
O -3.83423 -4.01680 5.47233
H -1.65462 -4.90112 4.24936
H -1.78808 -5.27579 5.99064
H -0.54009 -4.26265 5.49395
H -2.52124 -2.68048 4.66068
H -2.32167 -2.89769 6.48609
H -4.11858 -4.30053 4.60041
C -2.59711 1.03390 8.12616
C -2.20252 0.33985 6.79572
O -3.04126 0.79574 5.79336
H -1.77498 0.94288 8.83603
H -3.52344 0.60449 8.50777
H -2.74426 2.09592 7.92978
H -2.21095 -0.74818 6.86067
H -1.16247 0.55701 6.55235
H -3.93631 0.64608 6.10655
C -3.84750 -3.56941 0.00627
C -5.07376 -2.57032 0.00878
O -6.12696 -3.08114 0.76888
H -2.90300 -3.03591 -0.10059
H -3.91672 -4.30149 -0.79832
H -3.67009 -4.30775 0.78824
H -5.29047 -2.31944 -1.02958
H -4.68293 -1.63079 0.39945
H -6.87303 -2.48037 0.70514
C -4.51219 1.25509 -2.60665
C -3.10991 1.77147 -2.85259
O -2.78820 2.70372 -1.82137
H -4.73965 0.59989 -3.44752
H -5.31977 1.97657 -2.48254
H -4.54024 0.74754 -1.64244
H -2.90750 2.14099 -3.85787
H -2.45642 0.90292 -2.77079
H -3.09526 3.51363 -2.23532
C 2.77506 -4.14413 -0.59818
C 1.44296 -4.83555 -0.82415
O 1.33713 -6.13265 -0.29533
H 3.51000 -4.63997 -1.23229
H 3.14335 -4.13241 0.42765
H 2.84379 -3.07569 -0.80269
H 1.28835 -4.98002 -1.89341
H 0.56739 -4.30419 -0.45116
H 0.40876 -6.33530 -0.15866
C 1.94679 0.54951 -4.77011
C 2.23797 1.39328 -5.98919
O 3.51485 1.93077 -5.87317
H 2.63766 -0.27607 -4.59917
H 0.98284 0.07450 -4.95247
H 1.72636 1.13700 -3.87883
H 1.59930 2.27570 -6.02834
H 1.90561 0.91482 -6.91045
H 3.74841 2.45086 -6.64554
C -2.35293 4.38712 5.24205
C -1.19595 3.41324 5.00196
O -1.46675 2.57232 3.91529
H -2.66955 4.94225 4.35905
H -2.01374 5.03891 6.04716
H -3.16316 3.81850 5.69845
H -1.01717 2.84796 5.91662
H -0.29624 3.90239 4.62865
H -2.06381 1.90227 4.25607
C -1.81068 -2.94768 -3.52196
C -0.40220 -3.20753 -4.04123
O -0.53853 -3.95501 -5.20972
H -2.15723 -1.99992 -3.93395
H -1.82089 -3.00960 -2.43376
H -2.55681 -3.71526 -3.72742
H 0.21123 -3.79596 -3.35891
H 0.11755 -2.28378 -4.29550
H 0.32027 -3.96662 -5.63858
C 4.04195 -3.23445 -3.89037
C 5.54266 -3.47825 -3.73931
O 6.25212 -2.33789 -4.15082
H 3.54352 -4.18584 -4.07620
H 3.74756 -2.46410 -4.60310
H 3.71284 -2.88526 -2.91167
H 5.89747 -4.25665 -4.41479
H 5.73406 -3.66745 -2.68305
H 6.43479 -1.85709 -3.34023
C 1.85595 2.49663 2.76776
C 1.92759 3.57309 1.65632
O 0.94109 4.51000 2.03410
H 0.88008 2.01106 2.76335
H 1.98554 3.08055 3.67898
H 2.64764 1.74860 2.72558
H 1.59755 3.00585 0.78602
H 2.86938 4.05384 1.39174
H 1.26631 5.08403 2.73145
C 1.30425 5.12966 -2.90751
C -0.05441 4.96010 -2.20948
O 0.02227 5.31112 -0.85632
H 2.11574 4.66773 -2.34518
H 1.64158 6.16185 -3.00171
H 1.24408 4.65140 -3.88514
H -0.37815 3.92636 -2.33054
H -0.84704 5.50667 -2.72046
H 0.22037 6.23927 -0.71178


# 2
This record from the Open Molecules 2025 dataset describes a single C2H6N2S molecule in a non-equilibrium geometry. The level of theory is ωB97M-V/def2-TZVPD.

Computed properties:
ΔE to the lowest compared entry with this formula, charge and spin (eV): 2.021
Gap between HOMO and LUMO (Ha): 0.357
SMILES string: [H]/N=C(/N)SC

Atoms and positions in Å:
H -1.91298 -1.93385 -0.29175
N -2.08919 -1.05016 0.04408
C -0.92990 -0.50406 0.05995
N -0.89835 0.93846 -0.18747
S 0.54602 -1.36510 -0.10149
C 1.66006 0.08291 -0.04714
H -1.71555 1.40381 -0.46623
H -0.60291 1.32712 0.78568
H 1.39016 0.77362 0.78915
H 2.79240 -0.35257 0.48284
H 1.76023 0.67982 -1.06762


# 3
This record from the Open Molecules 2025 dataset describes a molecular structure, C4H6N4 in a non-equilibrium geometry. The level of theory is ωB97M-V/def2-TZVPD.

Computed properties:
ΔE to the lowest compared entry with this formula, charge and spin (eV): 8.123
Gap between HOMO and LUMO (Ha): 0.300

Atoms and positions in Å:
C -0.17244 -0.96127 -0.83220
C -1.40301 1.21143 -0.71105
C 1.16524 -0.25301 1.44449
C 1.99453 -1.16999 0.89517
H -0.99597 -1.64004 -0.01838
H 0.97433 -1.66112 -0.61292
H -0.41720 -0.79355 -1.99495
H -1.81515 0.59297 -1.67202
H -1.36523 3.35354 0.19659
H 1.31455 -0.05714 2.69893
N -0.24467 0.42405 -0.23040
N -1.75771 2.55218 -0.53733
N 0.13783 0.47788 1.11952
N 2.58491 -2.07593 0.25456


# 4
This record from the Open Molecules 2025 dataset describes 2 unconnected molecules or ions with the total composition C10H12 in a non-equilibrium geometry. The level of theory is ωB97M-V/def2-TZVPD.

Computed properties:
ΔE to the lowest compared entry with this formula, charge and spin (eV): 8.845
Gap between HOMO and LUMO (alpha / beta) (Ha): 0.217 / 0.298

Atoms and positions in Å:
C -2.67585 -0.13367 -0.55884
C -3.78149 0.15620 -0.33815
C 1.86786 0.13689 -1.39342
C 0.64566 -0.47527 -1.53157
C 0.65150 -1.90134 0.84921
C 2.44847 0.09795 0.02719
C 1.25006 -0.49344 0.82745
C 0.30918 -0.93978 -0.25855
C -5.05399 0.46965 0.03468
C 3.10672 1.38215 0.65868
H 2.43637 0.41356 -2.27014
H -0.06354 -0.38826 -2.34749
H 1.31614 -2.70624 0.59886
H -0.03143 -2.09573 1.65050
H 3.19970 -0.73467 -0.01209
H 0.75988 0.20411 1.47211
H -5.55420 0.61935 -0.90717
H -4.90528 1.54378 0.41650
H -5.57049 -0.23608 0.66183
H 4.18044 1.30830 0.64435
H 2.72232 1.57495 1.69117
H 2.74198 2.19759 0.08489


# 5
This record from the Open Molecules 2025 dataset describes a gas-phase ion, C4H9N2 (charge +1) in a non-equilibrium geometry. The level of theory is ωB97M-V/def2-TZVPD.

Computed properties:
ΔE to the lowest compared entry with this formula, charge and spin (eV): 1.289
Gap between HOMO and LUMO (Ha): 0.422
SMILES string: C[C@@H]1CNC=[NH+]1
Charge: +1

Atoms and positions in Å:
C 1.71590 0.15757 -0.28582
C 0.41093 0.08027 0.51474
C -0.73102 -1.16587 0.21815
N -1.87061 -0.37693 -0.06794
C -1.64427 0.93635 -0.12201
N -0.45253 1.24773 0.14563
H 1.73983 0.62253 -1.27732
H 2.14588 -0.75566 -0.14895
H 2.38697 0.95961 0.11128
H 0.61014 0.13322 1.57168
H -0.39951 -1.75902 -0.61553
H -0.67950 -1.77646 1.11188
H -2.63413 -0.84382 -0.40707
H -2.50698 1.57043 -0.36717
H 0.09636 2.14379 0.09172


# 6
This record from the Open Molecules 2025 dataset describes a single C6H7F4NO2 molecule in a non-equilibrium geometry. The level of theory is ωB97M-V/def2-TZVPD.

Computed properties:
ΔE to the lowest compared entry with this formula, charge and spin (eV): 1.787
Gap between HOMO and LUMO (alpha / beta) (Ha): 0.310 / 0.272

Atoms and positions in Å:
C 1.47689 -1.01070 0.37970
C 0.77795 1.33891 0.58075
C 1.47087 0.25798 -0.20932
C -0.67753 1.16566 0.37118
C -1.38307 0.10317 1.07957
C -2.24519 -0.72020 0.01928
N 1.69204 0.37414 -1.56681
O 2.05929 -1.99233 -0.35665
O 0.93515 -1.20333 1.41585
F 1.28903 2.61568 0.15340
F -1.30597 1.61603 -0.69875
F -1.41525 -0.96094 -1.08605
F -3.35774 -0.11646 -0.23365
H 1.15444 1.20026 1.64486
H -0.69322 -0.68871 1.52974
H -2.14261 0.25113 1.80631
H -2.42197 -1.74767 0.41432
H 2.08481 -1.61845 -1.23873
H 1.63472 1.25786 -1.87635
H 1.06736 -0.12202 -2.12866